1.
Density functional theory data (ωB97M-V/def2-TZVPD) for 5 unconnected molecules or ions with the total composition C23H40BBrO13 in a non-equilibrium geometry.

Structure (ORCA input):
```
! wB97M-V def2-TZVPD RIJCOSX def2/J DEFGRID3
* xyz 0 1
C -0.68 -4.29 -2.22
C 0.29 -3.69 -3.23
Br 1.52 -5.06 -3.84
C 1.12 -2.52 -2.69
C 0.35 -1.48 -1.93
C -0.79 -0.83 -2.17
B -1.76 -0.86 -3.42
O -2.47 -1.98 -3.75
O -1.85 0.27 -4.17
C -1.00 0.11 -1.03
O -1.89 0.88 -0.84
O 0.05 -0.01 -0.14
C 0.92 -0.97 -0.64
O 1.91 -1.27 -0.07
H -0.14 -4.71 -1.38
H -1.38 -3.53 -1.86
H -1.26 -5.08 -2.70
H -0.26 -3.38 -4.12
H 1.87 -2.92 -2.01
H 1.68 -2.04 -3.50
H -2.52 -2.10 -4.71
H -1.05 0.81 -4.06
C -1.92 0.54 2.39
C -2.97 0.56 3.49
O -3.04 -0.69 4.20
C -2.23 -0.98 5.23
C -1.04 -0.11 5.54
O -2.46 -1.99 5.86
H -0.92 0.40 2.80
H -1.94 1.47 1.83
H -2.13 -0.28 1.71
H -2.81 1.38 4.19
H -3.96 0.69 3.07
H -0.18 -0.50 5.00
H -0.84 -0.17 6.60
H -1.17 0.94 5.27
C -2.85 4.70 -2.63
C -1.37 4.41 -2.75
O -1.07 3.60 -3.90
C -0.85 4.07 -5.14
C -1.12 5.52 -5.47
O -0.49 3.26 -5.95
H -3.22 5.28 -3.47
H -3.05 5.25 -1.71
H -3.40 3.76 -2.60
H -0.77 5.33 -2.77
H -1.03 3.82 -1.91
H -2.14 5.60 -5.84
H -0.44 5.81 -6.27
H -0.99 6.20 -4.63
C 5.06 2.19 -4.75
C 4.53 1.25 -5.81
O 3.83 0.13 -5.24
C 2.53 0.19 -4.91
C 1.80 1.51 -4.89
O 1.99 -0.84 -4.58
H 4.26 2.64 -4.17
H 5.64 2.99 -5.21
H 5.70 1.65 -4.05
H 3.90 1.77 -6.53
H 5.35 0.80 -6.36
H 1.86 1.91 -3.88
H 0.76 1.33 -5.14
H 2.18 2.26 -5.58
C -0.89 -3.91 8.41
C 0.22 -3.23 7.64
O 0.53 -1.93 8.17
C 1.39 -1.73 9.18
C 1.89 -2.91 9.98
O 1.70 -0.60 9.46
H -0.61 -4.11 9.44
H -1.15 -4.86 7.93
H -1.77 -3.27 8.42
H 1.12 -3.84 7.58
H -0.11 -3.03 6.62
H 1.22 -3.05 10.83
H 2.88 -2.67 10.36
H 1.94 -3.84 9.42
*
```

## Properties
* energy: -4477.52555 Eh
* SMILES string: C[C@H](Br)CC1=C(B(O)O)C(=O)OC1=O.CCOC(C)=O.CCOC(C)=O.CCOC(C)=O.CCOC(C)=O
* largest force on an atom: 1.26 eV/A
* relative energy (zero: lowest compared OMol25 entry of this formula, charge and spin): 0.000 eV

2.
Density functional theory data (ωB97M-V/def2-TZVPD) for 3 unconnected molecules or ions with the total composition C23H40BrN3O6S2 in a non-equilibrium geometry.

Structure (ORCA input):
```
! wB97M-V def2-TZVPD RIJCOSX def2/J DEFGRID3
* xyz 0 1
C -3.57 1.66 2.97
C -2.28 1.00 3.46
S -2.04 -0.72 2.96
C -1.19 -0.58 1.36
C -1.98 0.26 0.39
C -3.26 -0.14 -0.03
C -4.02 0.62 -0.90
C -3.53 1.83 -1.37
Br -4.60 2.89 -2.52
C -2.27 2.24 -0.98
C -1.51 1.46 -0.12
C -0.21 2.15 0.13
O 0.71 1.85 0.83
N -0.28 3.30 -0.65
S 1.12 4.25 -0.97
C -1.47 3.45 -1.34
O -1.75 4.38 -2.03
H -3.51 1.97 1.93
H -3.73 2.57 3.55
H -4.43 1.01 3.10
H -1.43 1.61 3.15
H -2.32 0.96 4.54
H -1.05 -1.58 0.96
H -0.24 -0.09 1.54
H -3.66 -1.07 0.34
H -5.00 0.27 -1.18
H 0.45 5.33 -1.39
C -0.40 1.33 -8.35
O -1.54 0.83 -7.67
C -1.53 -0.58 -7.48
C -1.41 -0.92 -6.01
N -0.09 -0.58 -5.50
C 0.04 -0.67 -4.05
C -0.80 0.27 -3.19
O -0.43 1.64 -3.30
C -1.04 2.34 -4.38
H -0.58 2.39 -8.55
H 0.51 1.23 -7.75
H -0.25 0.82 -9.31
H -0.74 -1.05 -8.06
H -2.49 -0.96 -7.85
H -1.57 -1.99 -5.88
H -2.21 -0.39 -5.48
H 0.14 0.36 -5.78
H 1.09 -0.49 -3.81
H -0.18 -1.70 -3.75
H -0.62 0.00 -2.15
H -1.87 0.15 -3.36
H -2.04 1.96 -4.60
H -0.42 2.29 -5.28
H -1.12 3.38 -4.09
C 4.12 -4.63 5.98
O 4.70 -3.34 5.93
C 5.20 -2.97 4.65
C 4.39 -1.83 4.06
N 3.05 -2.27 3.70
C 2.14 -1.18 3.34
C 1.77 -0.15 4.40
O 0.99 -0.67 5.46
C 1.72 -1.26 6.52
H 3.90 -4.84 7.02
H 3.19 -4.68 5.40
H 4.82 -5.39 5.61
H 5.21 -3.83 3.97
H 6.23 -2.63 4.78
H 4.89 -1.47 3.16
H 4.38 -1.02 4.80
H 2.65 -2.77 4.48
H 1.21 -1.65 3.00
H 2.56 -0.66 2.47
H 1.14 0.60 3.91
H 2.64 0.38 4.79
H 2.70 -0.78 6.66
H 1.86 -2.33 6.37
H 1.14 -1.13 7.44
*
```

## Properties
* energy: -4886.40950 Eh
* SMILES string: CCSCc1ccc(Br)c2c1C(=O)N(S)C2=O.COCCNCCOC.COCCNCCOC
* largest force on an atom: 1.09 eV/A

3.
Density functional theory data (ωB97M-V/def2-TZVPD) for 3 unconnected molecules or ions with the total composition C23H40Cl2F3N2O4 in a non-equilibrium geometry.

Structure (ORCA input):
```
! wB97M-V def2-TZVPD RIJCOSX def2/J DEFGRID3
* xyz 1 1
C -1.66 -0.60 -5.85
C -0.98 -0.92 -4.89
C -0.03 -1.16 -3.64
C -0.04 0.19 -2.81
C 1.19 0.38 -1.81
C 0.96 -0.16 -0.36
N 1.89 -0.89 0.42
C 1.49 -1.25 1.71
C 2.39 -2.03 2.73
Cl 4.18 -1.62 2.45
C 2.14 -3.60 2.79
C 1.52 -4.09 4.21
N 0.19 -0.74 1.81
C -0.60 -0.95 3.06
C -2.08 -1.48 2.82
C -3.03 -0.67 3.84
Cl -2.30 -3.26 3.22
C -0.19 -0.06 0.59
C -1.53 0.69 0.30
F -2.37 -0.18 -0.39
F -1.20 1.83 -0.46
F -2.14 1.20 1.45
H -2.17 -0.08 -6.71
H -0.56 -1.97 -3.03
H 0.99 -1.50 -3.98
H 0.03 1.04 -3.57
H -1.06 0.30 -2.33
H 1.48 1.48 -1.85
H 2.08 -0.19 -2.24
H 2.82 -1.10 0.02
H 2.16 -1.60 3.76
H 3.16 -4.10 2.74
H 1.48 -3.94 1.94
H 2.36 -4.48 4.88
H 0.77 -4.92 4.04
H 0.99 -3.27 4.78
H -0.57 -0.03 3.74
H -0.07 -1.77 3.65
H -2.46 -1.35 1.76
H -3.47 0.26 3.37
H -3.91 -1.29 4.19
H -2.45 -0.33 4.76
C -0.30 1.74 7.05
O -0.17 1.03 8.27
C -0.48 -0.35 8.13
C 0.78 -1.21 8.08
O 1.53 -0.97 6.89
C 2.66 -0.14 7.12
H 0.14 2.73 7.19
H 0.23 1.24 6.23
H -1.35 1.85 6.79
H -1.10 -0.53 7.24
H -1.07 -0.64 9.00
H 0.49 -2.26 8.07
H 1.39 -1.04 8.97
H 3.43 -0.70 7.66
H 2.39 0.76 7.68
H 3.05 0.16 6.15
C -0.59 3.58 -11.36
O -0.19 4.15 -10.12
C -1.24 4.18 -9.16
C -1.08 3.07 -8.13
O -1.27 1.79 -8.72
C -0.04 1.11 -8.95
H 0.30 3.42 -11.97
H -1.10 2.63 -11.22
H -1.26 4.28 -11.89
H -2.22 4.12 -9.65
H -1.18 5.15 -8.65
H -1.85 3.19 -7.37
H -0.10 3.14 -7.64
H 0.38 0.77 -8.00
H 0.68 1.74 -9.47
H -0.25 0.23 -9.57
*
```

## Properties
* energy: -2530.36998 Eh
* largest force on an atom: 4.35 eV/A

4.
Density functional theory data (ωB97M-V/def2-TZVPD) for 6 unconnected molecules or ions with the total composition C23H40F9NO22S5Si in a non-equilibrium geometry.

Structure (ORCA input):
```
! wB97M-V def2-TZVPD RIJCOSX def2/J DEFGRID3
* xyz 0 1
C 8.06 1.19 0.32
C 7.37 0.28 -0.87
O 7.46 0.73 -2.15
O 6.68 -1.01 -0.67
C 5.86 -1.02 0.55
C 4.51 -1.92 0.22
C 3.14 -0.99 0.03
C 1.90 -1.49 0.98
C 0.74 -2.34 0.17
C -0.53 -2.49 1.20
Si -2.25 -2.03 0.42
C -2.49 -2.80 -1.33
N -3.52 -2.74 1.53
C -2.58 -0.09 0.46
F -1.74 0.53 -0.58
F -2.00 0.36 1.78
C -4.18 0.25 0.37
F -4.85 -0.03 1.70
F -4.79 -0.77 -0.57
C -4.55 1.71 -0.26
F -4.12 1.86 -1.70
F -6.06 1.77 -0.32
C -4.09 3.00 0.65
F -5.28 3.94 0.69
F -2.96 3.77 0.08
F -3.78 2.69 2.06
H 9.19 1.31 0.03
H 8.01 0.69 1.39
H 7.58 2.27 0.32
H 5.59 0.06 0.96
H 6.48 -1.62 1.37
H 4.32 -2.76 1.05
H 4.72 -2.49 -0.79
H 2.85 -0.99 -1.12
H 3.37 0.12 0.32
H 2.37 -2.11 1.88
H 1.34 -0.56 1.47
H 1.20 -3.43 0.00
H 0.46 -1.89 -0.88
H -0.34 -1.84 2.16
H -0.57 -3.62 1.54
H -2.72 -1.96 -2.13
H -3.49 -3.45 -1.27
H -1.62 -3.52 -1.67
H -4.46 -2.70 1.09
H -3.27 -3.72 1.80
O 1.49 -1.14 -2.45
S 0.69 -1.09 -3.65
O 0.23 -2.27 -4.35
O 1.45 -0.12 -4.72
C 0.60 0.96 -5.08
C -0.31 1.18 -3.87
O -0.59 -0.12 -3.37
H 0.01 0.66 -5.96
H 1.19 1.85 -5.33
H -1.23 1.71 -4.13
H 0.22 1.74 -3.08
O 4.81 -4.47 1.50
S 6.09 -4.60 2.15
O 6.32 -4.22 3.53
O 7.21 -3.86 1.22
C 8.22 -4.80 0.85
C 7.53 -6.16 0.84
O 6.62 -6.12 1.94
H 9.01 -4.77 1.61
H 8.65 -4.54 -0.12
H 8.23 -6.99 0.94
H 6.94 -6.29 -0.07
O -10.86 7.58 -0.70
S -9.47 7.76 -0.33
O -8.85 9.06 -0.21
O -8.56 6.84 -1.32
C -7.80 5.92 -0.55
C -8.62 5.67 0.71
O -9.20 6.93 1.04
H -6.84 6.39 -0.30
H -7.62 5.00 -1.12
H -8.01 5.29 1.54
H -9.44 4.97 0.51
O -14.34 2.40 -2.09
S -14.00 2.72 -0.72
O -13.87 1.72 0.32
O -15.01 3.89 -0.20
C -14.26 5.03 0.20
C -12.99 5.00 -0.65
O -12.64 3.62 -0.74
H -14.03 4.93 1.26
H -14.84 5.94 0.04
H -12.18 5.58 -0.20
H -13.19 5.37 -1.66
O 11.10 -4.37 0.44
S 11.46 -4.27 1.84
O 10.99 -5.20 2.84
O 11.13 -2.76 2.34
C 12.33 -2.15 2.83
C 13.47 -2.81 2.06
O 13.09 -4.18 1.94
H 12.40 -2.36 3.90
H 12.30 -1.07 2.67
H 14.43 -2.72 2.58
H 13.56 -2.40 1.06
*
```

## Properties
* energy: -5789.21198 Eh
* SMILES string: CC(=O)OCCCCCC[Si@@](C)(N)C(F)(F)C(F)(F)C(F)(F)C(F)(F)F.O=S1(=O)OCCO1.O=S1(=O)OCCO1.O=S1(=O)OCCO1.O=S1(=O)OCCO1.O=S1(=O)OCCO1
* largest force on an atom: 8.81 eV/A

5.
Density functional theory data (ωB97M-V/def2-TZVPD) for a molecular structure, C23H40N4O2S2SiTi in a non-equilibrium geometry.

Structure (ORCA input):
```
! wB97M-V def2-TZVPD RIJCOSX def2/J DEFGRID3
* xyz -1 2
Ti -0.74 0.48 -0.27
C 3.10 -2.45 5.58
Si 2.92 -2.30 3.71
C 4.42 -1.36 3.10
C 2.88 -4.06 3.05
C 1.32 -1.35 3.39
C 0.52 -0.98 4.45
C -0.68 -0.29 4.24
C -0.99 0.04 2.95
N -0.24 -0.28 1.89
C 0.90 -1.00 2.07
S 1.85 -1.48 0.72
H 4.02 -3.01 5.80
H 2.27 -2.98 6.05
H 3.19 -1.47 6.07
H 5.33 -1.91 3.37
H 4.48 -0.37 3.56
H 4.39 -1.23 2.02
H 3.80 -4.58 3.34
H 2.77 -4.07 1.97
H 2.04 -4.60 3.49
H 0.80 -1.23 5.46
H -1.33 -0.01 5.06
H -1.89 0.61 2.72
O 0.34 -0.61 -1.83
C -0.45 -1.62 -2.49
C -1.71 -1.92 -1.71
C -2.78 -2.54 -2.28
C -3.93 -2.85 -1.49
C -3.86 -2.46 -0.14
C -2.76 -1.81 0.36
N -1.65 -1.50 -0.40
H 0.88 -1.07 -1.13
H 0.18 -2.51 -2.59
H -0.68 -1.24 -3.48
H -2.73 -2.81 -3.33
H -4.79 -3.35 -1.90
H -4.68 -2.66 0.54
H -2.71 -1.52 1.40
N -0.86 4.34 1.69
C -0.53 3.14 1.17
O -1.36 2.25 1.10
C 0.90 2.92 0.72
C 0.99 1.88 -0.39
H -1.81 4.50 1.98
H -0.20 5.10 1.69
H 1.39 2.54 1.63
H 1.36 3.89 0.51
H 1.94 1.37 -0.31
H 0.94 2.36 -1.37
C 2.91 1.33 -5.59
S 1.86 0.76 -4.25
C 3.14 0.52 -3.01
H 3.44 2.25 -5.33
H 2.27 1.54 -6.45
H 3.64 0.58 -5.89
H 3.87 -0.23 -3.34
H 2.66 0.18 -2.10
H 3.66 1.46 -2.79
C -4.24 1.25 -1.75
C -2.86 1.80 -2.12
C -2.57 1.49 -3.60
C -2.82 3.31 -1.89
N -1.87 1.17 -1.32
H -5.03 1.73 -2.34
H -4.44 1.43 -0.69
H -4.28 0.17 -1.91
H -3.27 2.00 -4.26
H -2.64 0.42 -3.77
H -1.55 1.81 -3.85
H -3.56 3.83 -2.51
H -1.83 3.71 -2.15
H -3.02 3.54 -0.84
*
```

## Properties
* energy: -3205.37511 Eh
* ⟨S²⟩: 0.7654
* largest force on an atom: 1.09 eV/A
* relative energy (zero: lowest compared OMol25 entry of this formula, charge and spin): 1.161 eV

6.
Density functional theory data (ωB97M-V/def2-TZVPD) for 5 unconnected molecules or ions with the total composition C23H40N5O18P2 in a non-equilibrium geometry.

Structure (ORCA input):
```
! wB97M-V def2-TZVPD RIJCOSX def2/J DEFGRID3
* xyz 1 1
C 0.19 5.24 -1.44
O -0.92 4.49 -2.09
C -0.54 3.05 -1.92
N -1.64 2.08 -2.17
C -2.93 1.70 -1.51
N -3.44 2.29 -0.39
P -2.75 3.57 0.62
O -3.27 5.17 0.04
O -3.29 3.44 2.30
N -3.74 0.57 -2.15
C -2.80 0.28 -3.32
C -3.24 -0.93 -4.34
P -2.16 -2.52 -4.19
O -0.94 -2.54 -5.21
O -3.23 -3.85 -4.69
O -1.60 -2.86 -2.57
N -1.61 1.21 -3.28
C -0.58 1.09 -4.39
C -1.01 2.15 -5.61
N -0.26 3.29 -5.91
H 0.15 5.13 -0.25
H 1.26 4.84 -1.81
H 0.17 6.38 -1.77
H -0.25 2.96 -0.76
H 0.46 2.87 -2.51
H -4.39 1.92 -0.07
H -2.46 5.78 0.05
H -4.13 4.01 2.43
H -3.35 -0.58 -5.47
H -4.34 -1.26 -4.01
H -3.54 -3.68 -5.64
H -0.66 -2.52 -2.47
H -0.53 0.02 -4.89
H 0.53 1.33 -4.05
H -1.98 1.99 -6.29
H -0.78 3.78 -6.70
C -2.54 1.57 4.47
C -1.92 0.82 5.63
C -2.35 1.32 6.97
O -1.26 0.95 7.80
C -0.16 0.93 6.98
O 0.99 0.84 7.38
O -0.52 1.03 5.67
H -2.40 2.66 4.57
H -2.07 1.29 3.53
H -3.62 1.37 4.40
H -2.10 -0.25 5.52
H -3.27 0.84 7.32
H -2.47 2.41 7.02
C 2.44 -1.07 -9.47
C 1.03 -0.54 -9.59
C 0.95 0.96 -9.64
O -0.35 1.21 -9.13
C -0.64 0.17 -8.30
O -1.60 0.14 -7.54
O 0.28 -0.84 -8.42
H 2.98 -0.60 -8.64
H 2.43 -2.15 -9.27
H 3.01 -0.90 -10.39
H 0.52 -1.00 -10.44
H 1.06 1.35 -10.65
H 1.68 1.46 -8.99
C 1.82 -2.82 4.11
C 0.41 -3.01 3.62
C -0.03 -1.99 2.61
O -1.44 -1.99 2.78
C -1.67 -2.36 4.07
O -2.76 -2.28 4.62
O -0.53 -2.82 4.66
H 1.98 -1.79 4.47
H 2.02 -3.48 4.96
H 2.55 -3.03 3.32
H 0.28 -4.04 3.24
H 0.24 -2.27 1.59
H 0.35 -0.98 2.82
C 4.60 -2.04 8.11
C 4.97 -3.30 7.35
C 6.42 -3.64 7.41
O 6.61 -4.39 6.22
C 5.67 -3.95 5.34
O 5.64 -4.24 4.15
O 4.76 -3.14 5.96
H 5.23 -1.20 7.80
H 3.57 -1.75 7.89
H 4.70 -2.18 9.19
H 4.34 -4.14 7.69
H 6.68 -4.24 8.29
H 7.08 -2.77 7.37
*
```

## Properties
* energy: -3210.84687 Eh
* largest force on an atom: 8.66 eV/A